No. 1
{
  "formula": "C15H24F9LiN3O2Ta",
  "method": "the ωB97M-V functional and the def2-TZVPD basis",
  "total_charge": 2,
  "relative_energy_kcal_mol": 0.0,
  "fmax_ev_per_a": 3.2,
  "energy_ha": -1863.6313,
  "mol_weight_g_mol": 637.247,
  "multiplicity": 1,
  "e_lumo_ev": -7.932,
  "gap_ev": 8.5,
  "symbols": ["N", "C", "O", "Li", "Ta", "N", "N", "C", "C", "C", "C", "C", "C", "C", "C", "H", "H", "H", "H", "H", "H", "H", "H", "H", "H", "H", "H", "H", "H", "H", "H", "H", "H", "C", "H", "H", "H", "C", "H", "H", "H", "F", "C", "F", "F", "C", "O", "C", "F", "F", "F", "C", "F", "F", "F"],
  "coordinates": [[1.9695, -0.3465, 0.0186], [3.1007, -0.6625, 0.3340], [4.2123, -0.9785, 0.5510], [0.8852, 1.0774, -2.6608], [0.0056, -0.2014, -0.0010], [-0.5662, -1.4144, -1.4680], [-0.1920, 1.4418, -1.0990], [-0.3794, -2.8348, -1.0935], [0.4564, 2.7862, -1.1950], [0.7919, -3.3772, -1.9163], [-1.6601, -3.6164, -1.3979], [-0.0522, -2.9306, 0.3909], [0.1339, 3.4051, -2.5588], [-0.0541, 3.6689, -0.0669], [1.9651, 2.5830, -1.1011], [0.5832, -3.3110, -2.9946], [0.9620, -4.4349, -1.6668], [1.7145, -2.8139, -1.7072], [-2.5232, -3.1475, -0.9077], [-1.5607, -4.6400, -1.0066], [-1.8497, -3.6885, -2.4781], [0.8631, -2.3459, 0.6352], [0.1886, -3.9722, 0.6392], [-0.9062, -2.6445, 1.0212], [0.4763, 2.7941, -3.4272], [0.6465, 4.3798, -2.6338], [-0.9414, 3.5952, -2.6631], [-1.1164, 3.9040, -0.1969], [0.5111, 4.6108, -0.0516], [0.0827, 3.1684, 0.8947], [2.2590, 2.1678, -0.1314], [2.4475, 3.5723, -1.1938], [2.4159, 1.9531, -1.9035], [-1.6787, 1.3842, -1.0341], [-1.9918, 0.4734, -0.4468], [-2.0939, 2.2684, -0.5366], [-2.1473, 1.2982, -2.0299], [-1.0266, -1.1882, -2.8602], [-2.0875, -1.4859, -2.9643], [-0.9610, -0.1314, -3.1835], [-0.4300, -1.7781, -3.5779], [1.1454, -1.8640, 3.1047], [1.0933, -0.5859, 3.5843], [1.2941, -0.6234, 4.9215], [2.1504, 0.0707, 3.0193], [-0.2420, 0.0704, 3.1901], [-0.4673, -0.0711, 1.7939], [-1.4128, -0.6608, 3.8693], [-1.3455, -0.6507, 5.2204], [-2.5860, -0.1114, 3.4912], [-1.4309, -1.9561, 3.4508], [-0.1837, 1.5808, 3.4715], [0.1334, 1.9001, 4.7439], [0.7610, 2.1443, 2.6523], [-1.3619, 2.1688, 3.1559]]
}

No. 2
{
  "formula": "C15H24I2LuN2O3RhS2",
  "method": "the ωB97M-V functional and the def2-TZVPD basis",
  "total_charge": 4,
  "relative_energy_kcal_mol": 0.0,
  "fmax_ev_per_a": 7.0,
  "energy_ha": -3657.4331,
  "s_squared": 6.022,
  "mol_weight_g_mol": 876.183,
  "multiplicity": 5,
  "e_lumo_ev": [-14.421, -16.782],
  "gap_ev": [6.4, 4.0],
  "symbols": ["I", "I", "Lu", "Rh", "S", "S", "C", "C", "C", "C", "C", "C", "C", "C", "C", "C", "C", "O", "O", "O", "H", "H", "H", "H", "H", "H", "H", "H", "H", "H", "H", "H", "H", "H", "H", "H", "H", "H", "C", "N", "C", "C", "N", "C", "H", "H", "H", "H", "H", "H"],
  "coordinates": [[-0.0592, -2.6695, 0.9937], [-0.2306, 0.9911, -5.3849], [-0.0208, 1.1992, -2.5912], [0.0492, -0.0609, 0.0315], [1.2268, -0.9724, -1.8241], [-1.7256, -0.5941, -1.7334], [1.4426, 0.6001, 1.0207], [3.0902, -0.9839, -1.9710], [-3.4856, -0.0960, -1.5108], [3.3722, -0.8169, -3.4628], [3.7539, 0.1115, -1.1583], [3.5322, -2.3710, -1.5058], [-4.1011, -0.2728, -2.9030], [-3.6212, 1.3348, -1.0220], [-4.0734, -1.0785, -0.5049], [1.8938, 2.7144, -2.5097], [-1.1822, 3.3434, -2.2958], [2.2706, 1.0011, 1.7341], [2.8158, 3.4141, -2.4674], [-1.7624, 4.3284, -2.0990], [3.0193, 0.1573, -3.8216], [2.8577, -1.5968, -4.0383], [4.4545, -0.8906, -3.6379], [3.1836, 1.0509, -1.1890], [4.7409, 0.3210, -1.6046], [3.8870, -0.1979, -0.1124], [3.2195, -2.5661, -0.4700], [4.6288, -2.4296, -1.5737], [3.0920, -3.1509, -2.1406], [-5.1683, -0.0173, -2.8759], [-3.9815, -1.3101, -3.2452], [-3.5945, 0.3772, -3.6289], [-4.5145, 1.4129, -0.3807], [-3.6974, 2.0366, -1.8634], [-2.7646, 1.6250, -0.4042], [-5.1475, -0.8672, -0.4071], [-3.5937, -0.9778, 0.4776], [-3.9310, -2.1137, -0.8464], [-2.6153, 3.8009, 2.9623], [-2.2211, 2.4675, 2.5122], [-2.6871, 1.2610, 3.0315], [-2.0372, 0.2687, 2.3358], [-1.2002, 0.8661, 1.4206], [-1.3283, 2.1940, 1.5258], [-3.7038, 3.9186, 2.8780], [-2.3324, 3.9463, 4.0137], [-2.1160, 4.5497, 2.3419], [-3.4085, 1.1885, 3.8333], [-2.0790, -0.8022, 2.4542], [-0.7951, 2.9617, 0.9550]]
}

No. 3
{
  "formula": "C15H24N2O5S2",
  "method": "the ωB97M-V functional and the def2-TZVPD basis",
  "total_charge": 0,
  "relative_energy_kcal_mol": 0.0,
  "fmax_ev_per_a": 1.1,
  "energy_ha": -1868.0390,
  "smiles": "CN(C)S(=O)(=O)c1ccc(S(=O)(=O)N[C@H]2CCOC(C)(C)C2)cc1",
  "mol_weight_g_mol": 376.500,
  "multiplicity": 1,
  "e_lumo_ev": -0.013,
  "gap_ev": 9.9,
  "symbols": ["C", "N", "S", "O", "O", "C", "C", "C", "C", "C", "C", "H", "H", "S", "O", "O", "N", "H", "C", "C", "H", "C", "O", "C", "C", "H", "H", "H", "C", "H", "H", "H", "C", "H", "H", "H", "H", "H", "H", "H", "H", "C", "H", "H", "H", "H", "H", "H"],
  "coordinates": [[-3.8216, -1.8828, 1.8043], [-4.0911, -1.8833, 0.3894], [-4.3958, -0.3819, -0.2741], [-5.3030, 0.2959, 0.5989], [-4.7543, -0.5846, -1.6437], [-2.8002, 0.4518, -0.2134], [-1.9351, 0.3265, -1.2848], [-0.6788, 0.9088, -1.2092], [-0.3221, 1.5913, -0.0619], [-1.1887, 1.7225, 1.0070], [-2.4465, 1.1453, 0.9302], [-3.1672, 1.2422, 1.7266], [-0.8702, 2.2876, 1.8680], [1.3173, 2.3014, 0.0706], [1.2673, 3.4420, 0.9339], [1.8686, 2.4322, -1.2468], [2.0863, 1.0788, 0.9120], [2.5294, 1.4377, 1.7444], [2.9222, 0.1700, 0.1486], [4.3153, 0.7374, -0.1232], [4.2329, 1.6470, -0.7174], [5.1451, -0.3091, -0.8677], [5.2254, -1.5233, -0.1600], [3.9800, -2.1455, 0.1345], [4.3352, -3.3160, 1.0560], [3.4353, -3.8192, 1.3972], [4.9621, -4.0236, 0.5216], [4.8908, -2.9515, 1.9152], [3.3045, -2.6895, -1.1323], [2.9444, -1.8911, -1.7744], [2.4619, -3.3181, -0.8579], [4.0204, -3.2870, -1.6917], [3.0508, -1.1657, 0.8812], [2.0667, -1.6165, 1.0109], [3.4724, -0.9733, 1.8702], [6.1802, 0.0237, -0.9728], [4.7273, -0.4657, -1.8715], [4.7986, 0.9733, 0.8281], [2.3963, 0.0371, -0.8010], [0.0208, 0.8621, -2.0287], [-2.2676, -0.1996, -2.1656], [-3.2578, -2.7429, -0.4109], [-2.1904, -2.5098, -0.2989], [-3.5558, -2.6075, -1.4472], [-3.4272, -3.7802, -0.1211], [-2.7817, -1.6115, 2.0300], [-4.4959, -1.1632, 2.2608], [-4.0263, -2.8739, 2.2098]]
}

No. 4
{
  "formula": "C15H24N5O16P2Tc",
  "method": "the ωB97M-V functional and the def2-TZVPD basis",
  "total_charge": -1,
  "relative_energy_kcal_mol": 0.0,
  "fmax_ev_per_a": 2.0,
  "energy_ha": -2827.3065,
  "s_squared": 3.767,
  "mol_weight_g_mol": 690.324,
  "multiplicity": 4,
  "e_lumo_ev": [1.486, 1.501],
  "gap_ev": [5.7, 6.8],
  "symbols": ["Tc", "C", "C", "O", "P", "O", "O", "O", "P", "O", "O", "O", "H", "H", "H", "H", "H", "H", "H", "O", "C", "O", "C", "C", "C", "C", "C", "C", "O", "N", "O", "O", "N", "O", "O", "H", "H", "C", "O", "C", "O", "N", "N", "H", "H", "H", "H", "H", "H", "C", "C", "C", "C", "N", "H", "H", "H", "H", "H", "H", "H", "H", "H"],
  "coordinates": [[0.0818, -0.1174, 0.8747], [-3.9292, 2.2615, -0.7454], [-3.2808, 2.1880, 0.6145], [-3.9323, 3.0637, 1.5016], [-1.5066, 2.6216, 0.5593], [-1.4288, 4.0968, -0.0386], [-1.2172, 2.7959, 2.1029], [-0.6480, 1.6950, -0.2266], [-3.2454, 0.4336, 1.2738], [-3.9918, 0.5809, 2.7109], [-3.9758, -0.5420, 0.4340], [-1.8104, 0.1212, 1.6682], [-4.0088, 3.3053, -1.0462], [-4.9223, 1.8159, -0.7072], [-3.3123, 1.7173, -1.4571], [-3.4245, 3.0587, 2.3231], [-0.5421, 4.4375, 0.1277], [-0.3519, 2.3374, 2.2874], [-4.8394, 0.1425, 2.6474], [1.2760, 3.5275, 1.1355], [1.6051, 2.3500, 1.2138], [0.9380, 1.4799, 1.9104], [2.8449, 1.8523, 0.5515], [3.9685, 2.6444, 0.5719], [5.1539, 2.1907, -0.0295], [5.1718, 0.9789, -0.7053], [4.0390, 0.1802, -0.7684], [2.8324, 0.5701, -0.0787], [1.8103, -0.2027, -0.0384], [4.1162, -1.0239, -1.4999], [5.2046, -1.3504, -1.9763], [3.1067, -1.7216, -1.6400], [6.3291, 2.9713, 0.0617], [7.3404, 2.5857, -0.5180], [6.2903, 4.0002, 0.7320], [3.9438, 3.6158, 1.0422], [6.0804, 0.6511, -1.1906], [-2.9200, -2.9249, -1.2189], [-1.7417, -3.6359, -0.8282], [-0.7043, -2.8861, -0.4271], [-0.7899, -1.6550, -0.3644], [0.3575, -3.6596, -0.1736], [1.6323, -3.2937, 0.2731], [-3.7047, -3.6744, -1.2764], [-2.7598, -2.4675, -2.1955], [-3.1674, -2.1440, -0.4969], [0.2155, -4.6581, -0.2822], [1.5098, -2.6619, 1.0790], [2.1192, -2.7540, -0.4565], [2.1615, -1.7409, 3.7507], [0.6504, -1.7201, 3.4415], [-0.0454, -0.6184, 4.2680], [-0.0126, -3.0791, 3.7411], [0.4996, -1.4589, 2.0731], [2.3417, -1.8689, 4.8146], [2.5773, -0.7920, 3.4198], [2.6468, -2.5438, 3.2011], [0.0045, -0.8415, 5.3324], [-1.0812, -0.5454, 3.9489], [0.4390, 0.3312, 4.0643], [0.0307, -3.3007, 4.8032], [0.4816, -3.8697, 3.1827], [-1.0503, -3.0192, 3.4232]]
}

No. 5
{
  "formula": "C15H25ClFInN4O2P",
  "method": "the ωB97M-V functional and the def2-TZVPD basis",
  "total_charge": -1,
  "fmax_ev_per_a": 0.7,
  "energy_ha": -2047.7573,
  "mol_weight_g_mol": 493.634,
  "multiplicity": 1,
  "e_lumo_ev": 2.701,
  "gap_ev": 7.8,
  "symbols": ["C", "C", "F", "C", "In", "Cl", "C", "C", "N", "P", "N", "O", "O", "H", "H", "H", "H", "H", "H", "H", "H", "H", "H", "H", "H", "H", "H", "H", "N", "C", "C", "C", "C", "C", "H", "H", "H", "H", "H", "N", "C", "C", "C", "C", "C", "H", "H", "H", "H", "H"],
  "coordinates": [[-1.4755, -1.1086, -2.0021], [-0.3673, -0.7137, -1.0330], [-0.4223, 0.6903, -0.8503], [-0.4420, -1.3698, 0.3240], [1.3510, -0.7990, 1.4885], [1.0847, -1.7555, 3.7464], [1.5284, 1.3821, 1.6231], [0.3033, 1.9314, 2.3634], [0.3870, 1.7697, 3.8223], [3.3779, -1.9385, 0.4385], [4.6290, -1.0623, 0.0560], [3.8483, -3.2051, 1.3543], [2.9305, -2.7258, -0.9170], [-1.7969, -0.2403, -2.5762], [-1.1220, -1.8563, -2.7073], [-2.3358, -1.4982, -1.4634], [0.6005, -0.9508, -1.4837], [-1.3164, -0.9860, 0.8471], [-0.5525, -2.4436, 0.1973], [1.5500, 1.8077, 0.6199], [2.4288, 1.7244, 2.1368], [-0.5916, 1.4160, 2.0116], [0.1578, 2.9865, 2.1211], [1.3404, 1.5543, 4.0838], [-0.1631, 0.9731, 4.1134], [4.4925, -0.1172, 0.3978], [3.0955, -3.4779, 1.8956], [3.5193, -2.3847, -1.6047], [-3.6123, -1.4973, 2.0555], [-3.4034, -1.1689, 3.3273], [-4.1802, -0.2475, 4.0158], [-5.2257, 0.3670, 3.3466], [-5.4512, 0.0356, 2.0200], [-4.6173, -0.8989, 1.4238], [-2.5658, -1.6619, 3.8101], [-3.9605, -0.0149, 5.0489], [-5.8495, 1.0965, 3.8477], [-6.2499, 0.4957, 1.4538], [-4.7550, -1.1772, 0.3839], [0.6332, 1.1936, -4.8070], [1.4971, 1.3861, -5.8006], [2.8343, 1.6988, -5.6099], [3.3033, 1.8219, -4.3109], [2.4160, 1.6311, -3.2662], [1.0952, 1.3202, -3.5617], [1.0958, 1.2784, -6.8036], [3.4906, 1.8353, -6.4592], [4.3424, 2.0549, -4.1166], [2.7361, 1.7068, -2.2355], [0.3870, 1.1425, -2.7653]]
}